# CHN3O2

A cluster of 2 separate species, CHN3O2 in total (the ωB97M-V functional and the def2-TZVPD basis, OMol25).

Last column: natural (NBO) charge in e.
CARTESIAN COORDINATES (ANGSTROEM)
H 0.707 2.079 -0.040  0.510
O -0.039 0.051 -0.997  -0.332
N -1.147 -1.515 0.155  -0.012
C 0.318 0.232 0.295  0.687
N -0.881 -1.067 -1.061  0.079
N -0.243 -0.782 1.062  -0.368
O 1.286 1.001 0.585  -0.564

Cartesian forces, eV/Å:
3.0 -3.9 2.6
-0.1 -0.3 0.5
4.8 3.7 -2.3
-3.4 -7.4 0.5
-1.8 -0.6 3.0
-0.8 2.0 -2.2
-1.8 6.5 -2.1

Results
frontier orbital gap	0.3289	hartree
total energy	-9613.0419	eV
total charge	0

# CHN3O3

The molecule CHN3O3 (the ωB97M-V functional and the def2-TZVPD basis, OMol25).

Last column: natural (NBO) charge in e.
CARTESIAN COORDINATES (ANGSTROEM)
N -1.209 -2.532 -0.519  -0.307
O 3.411 -0.224 -0.783  -0.277
H 0.066 -0.048 1.092  0.426
O 2.601 -0.193 1.222  -0.345
N 0.155 -0.606 0.205  -0.362
O 1.269 -0.289 -0.546  -0.238
C -0.599 -1.618 -0.120  0.369
N 2.580 -0.252 0.039  0.734

Cartesian forces, eV/Å:
0.7 1.4 0.7
0.6 0.1 -0.7
0.0 -1.0 -1.5
0.2 0.0 0.8
1.2 2.5 3.0
-1.0 0.1 -2.4
-0.8 -2.6 -1.3
-0.8 -0.6 1.3

Results
SMILES string	N#CNO[N+](=O)[O-]
frontier orbital gap	0.3785	hartree
total energy	-11659.0782	eV
total charge	0

# CHN3O3

The molecule CHN3O3 (the ωB97M-V functional and the def2-TZVPD basis, OMol25).

Last column: natural (NBO) charge in e.
CARTESIAN COORDINATES (ANGSTROEM)
C 0.678 0.374 -0.637  0.003
H 1.206 1.058 -1.269  0.248
N -0.766 -0.360 0.851  0.231
N -0.624 0.644 0.005  0.220
O -1.374 1.605 -0.126  -0.373
O 1.669 -1.690 -0.099  -0.265
N 0.925 -0.757 -0.108  0.206
O -1.715 -0.874 1.384  -0.270

Cartesian forces, eV/Å:
-1.1 -0.6 1.3
0.1 0.1 -0.1
0.9 -0.6 1.2
-0.7 0.5 -0.4
0.0 0.1 -0.3
0.1 0.2 -0.1
0.8 -0.6 -0.7
0.0 0.8 -1.0

Results
SMILES string	O=N/C=[N+](/[O-])N=O
frontier orbital gap (spin up / spin down)	0.2864 / 0.2746	hartree
total energy	-11656.6415	eV
total charge	0

# CHN3O3

A cluster of 2 separate species, CHN3O3 in total (the ωB97M-V functional and the def2-TZVPD basis, OMol25).

Last column: natural (NBO) charge in e.
CARTESIAN COORDINATES (ANGSTROEM)
O 0.086 0.597 -1.311  -0.381
H -0.363 -0.654 -0.160  0.508
N -0.207 1.446 -0.479  0.536
N -0.662 0.953 0.740  0.261
O -0.690 -0.332 0.752  -0.307
O -0.161 2.637 -0.589  -0.224
C 2.418 1.450 1.388  0.105
N 3.243 1.207 2.127  -0.498

Cartesian forces, eV/Å:
-0.2 0.0 -0.1
0.2 0.4 0.2
1.6 0.5 -2.9
0.2 -1.8 3.2
-0.1 1.7 -0.6
-0.5 -0.5 0.3
-3.7 0.4 -2.2
2.5 -0.6 2.1

Results
frontier orbital gap (spin up / spin down)	0.1775 / 0.1774	hartree
total energy	-11654.6484	eV
total charge	0

# CHN3O3S

A cluster of 2 separate species, CHN3O3S in total (the ωB97M-V functional and the def2-TZVPD basis, OMol25).

Last column: natural (NBO) charge in e.
CARTESIAN COORDINATES (ANGSTROEM)
O -1.049 1.588 -0.368  -0.292
S -0.661 -0.959 -0.928  0.594
N 0.051 1.697 0.047  0.558
O 1.850 -0.643 -0.707  -0.565
N 0.668 -0.516 -0.056  -0.292
O 0.740 2.388 0.715  -0.264
C -1.748 -1.086 0.363  0.007
N -2.437 -1.392 1.229  -0.247
H 2.588 -1.079 -0.295  0.501

Cartesian forces, eV/Å:
-0.4 1.8 0.6
0.0 -0.8 -1.4
1.3 -1.8 -0.3
-1.0 0.8 -3.0
1.0 0.1 2.4
-1.0 0.6 -0.1
0.7 -0.5 -0.1
-0.4 0.3 0.3
-0.2 -0.4 1.6

Results
frontier orbital gap (spin up / spin down)	0.3143 / 0.3022	hartree
total energy	-22493.1069	eV
total charge	0

# CHN3OS

The molecule CHN3OS (the ωB97M-V functional and the def2-TZVPD basis, OMol25).

Last column: natural (NBO) charge in e.
CARTESIAN COORDINATES (ANGSTROEM)
N 1.409 0.293 -0.190  0.001
H -0.047 1.747 0.453  0.468
S -2.285 -0.293 -0.123  -0.156
N 1.446 -0.966 -0.103  0.137
C -0.654 -0.226 0.012  0.313
O -0.001 -1.363 0.020  -0.320
N 0.131 0.807 -0.069  -0.442

Cartesian forces, eV/Å:
1.2 -1.3 1.1
0.6 -2.3 -1.7
-0.4 0.5 0.4
-2.2 2.9 -0.6
-4.9 -2.4 -0.3
2.9 0.1 0.0
2.8 2.5 1.1

Results
SMILES string	S=c1[nH]nno1
frontier orbital gap	0.3215	hartree
total energy	-18403.0667	eV
total charge	0